A gas-phase ion, CHNO3S2 (charge -2) at a distorted geometry. Source: the Open Molecules 2025 dataset; level of theory: ωB97M-V/def2-TZVPD.

Structure (XYZ):
```
8
Properties=species:S:1:pos:R:3
O -1.6779 -0.5601 -1.1774
C -1.4445 0.0346 -0.0898
N -0.4834 0.1341 0.7105
S 1.0096 0.0605 0.1432
O 1.2302 1.1829 -0.8016
O 1.8588 0.3490 1.3149
S 1.8364 -1.7311 -0.6664
H -2.3292 0.5300 0.5666
```

- Multiplicity: 1
- Orbital gap: 5.90 eV
- Net charge: -2


CHNOS in the gas phase at a distorted geometry. Source: the Open Molecules 2025 dataset; level of theory: ωB97M-V/def2-TZVPD.

Structure (XYZ):
```
5
Properties=species:S:1:pos:R:3
O -1.8304 -1.0382 1.9203
C -1.4502 -0.6676 0.8216
N -0.6695 0.3066 -0.2318
S -1.5397 -1.1356 -0.7994
H 0.3336 0.1351 -0.1481
```

- Multiplicity: 1
- Orbital gap: 9.64 eV


CHNOS in the gas phase at a distorted geometry. Source: the Open Molecules 2025 dataset; level of theory: ωB97M-V/def2-TZVPD.

Structure (XYZ):
```
5
Properties=species:S:1:pos:R:3
C -0.1117 -0.2491 0.6736
N 0.9970 0.3500 0.5231
O -0.4240 0.6121 -1.6748
S 0.2353 -0.4634 -1.0419
H -0.6967 -0.2497 1.5200
```

- Multiplicity: 1
- Orbital gap: 10.13 eV


CHNOS in the gas phase at a distorted geometry. Source: the Open Molecules 2025 dataset; level of theory: ωB97M-V/def2-TZVPD.

Structure (XYZ):
```
5
Properties=species:S:1:pos:R:3
C -1.1309 -0.5333 -0.3280
N 1.2641 0.7246 -0.0980
O -2.0104 -1.2084 -0.6830
S 0.2697 -0.3324 0.4907
H 1.6074 1.3494 0.6183
```

- Multiplicity: 1
- Orbital gap (alpha / beta): 7.61 / 7.61 eV


CHNS4 in the gas phase at a distorted geometry. Source: the Open Molecules 2025 dataset; level of theory: ωB97M-V/def2-TZVPD.

Structure (XYZ):
```
7
Properties=species:S:1:pos:R:3
C 0.7830 0.1717 -0.0347
N 0.3716 1.3075 0.0462
S -1.6463 -1.3972 0.1616
S -1.1573 1.8402 -0.1639
S -2.1894 0.3770 0.7578
S 2.2546 -0.5353 -0.2956
H 1.5838 -1.7639 -0.4714
```

- Multiplicity: 1
- Orbital gap (alpha / beta): 6.82 / 6.02 eV


2 unconnected molecules or ions with the total composition CHO3PS2 at a distorted geometry. Source: the Open Molecules 2025 dataset; level of theory: ωB97M-V/def2-TZVPD.

Structure (XYZ):
```
8
Properties=species:S:1:pos:R:3
C 0.1484 -0.4278 -0.1795
O -0.9430 2.0949 -0.1186
O -1.6795 0.0328 1.2458
O -2.0389 0.1759 -1.3500
P -1.2937 0.6582 -0.0545
S 3.4307 -0.0117 0.1307
S 0.1399 -1.9385 -0.2285
H 2.2362 -0.5838 0.5545
```

- Multiplicity: 1
- Orbital gap: 5.62 eV
- Net charge: -2


2 unconnected molecules or ions with the total composition CHO3PS2 at a distorted geometry. Source: the Open Molecules 2025 dataset; level of theory: ωB97M-V/def2-TZVPD.

Structure (XYZ):
```
8
Properties=species:S:1:pos:R:3
C 0.1179 -0.3698 -0.2381
O -1.1474 2.2948 -0.4507
O -1.1897 0.5293 1.3838
O -2.2074 0.0535 -0.9758
P -1.3578 0.8611 -0.0776
S 3.2834 -0.2566 -0.1319
S -0.1277 -1.8521 -0.0190
H 2.6288 -1.2602 0.5094
```

- Multiplicity: 1
- Orbital gap (alpha / beta): 5.65 / 5.65 eV
- Net charge: -2


A molecular structure, CHO3Tl at a distorted geometry. Source: the Open Molecules 2025 dataset; level of theory: ωB97M-V/def2-TZVPD.

Structure (XYZ):
```
6
Properties=species:S:1:pos:R:3
H -0.9634 -1.5498 0.1695
O 0.0873 1.0826 0.2302
O -1.7141 -0.2864 -0.0030
O 0.1746 -1.0511 -0.0826
C -0.5284 0.0981 -0.2695
Tl 1.9115 0.1795 0.1605
```

- Multiplicity: 2
- Orbital gap (alpha / beta): 10.61 / 6.21 eV
- Net charge: +1
- Expectation value of S²: 0.758


2 unconnected molecules or ions with the total composition CHO4S at a distorted geometry. Source: the Open Molecules 2025 dataset; level of theory: ωB97M-V/def2-TZVPD.

Structure (XYZ):
```
7
Properties=species:S:1:pos:R:3
C -1.6895 -0.5116 -0.3318
O 2.1047 -0.9486 -0.0184
O -2.1903 -1.1483 0.6093
O 1.5592 1.3350 -0.8893
O 1.3393 0.8790 1.5048
S 1.2794 0.2874 0.1393
H -2.4028 0.1071 -1.0139
```

- Multiplicity: 3
- Orbital gap (alpha / beta): 7.03 / 7.25 eV
- Net charge: -1
- Expectation value of S²: 2.008


CHOP3 in the gas phase at a distorted geometry. Source: the Open Molecules 2025 dataset; level of theory: ωB97M-V/def2-TZVPD.

Structure (XYZ):
```
6
Properties=species:S:1:pos:R:3
C 0.0569 0.9045 -0.7383
O 0.2320 -0.2937 1.4525
P 0.3299 1.2152 0.8719
P -0.3340 -1.6006 -1.0603
P -0.0731 -1.7983 0.9545
H -0.2116 1.5729 -1.4802
```

- Multiplicity: 1
- Orbital gap: 8.65 eV


2 unconnected molecules or ions with the total composition CI3NOS at a distorted geometry. Source: the Open Molecules 2025 dataset; level of theory: ωB97M-V/def2-TZVPD.

Structure (XYZ):
```
7
Properties=species:S:1:pos:R:3
C -0.4989 -2.5062 0.4529
N -0.5577 0.9422 -0.0274
O 0.2936 -2.9355 1.2150
S -1.4768 -2.1130 -0.6257
I 1.4164 1.1600 -0.1292
I -1.5547 2.3653 1.1165
I 2.3781 3.0872 -2.0022
```

- Multiplicity: 1
- Orbital gap (alpha / beta): 7.07 / 6.43 eV


A molecular structure, CI3O2S at a distorted geometry. Source: the Open Molecules 2025 dataset; level of theory: ωB97M-V/def2-TZVPD.

Structure (XYZ):
```
7
Properties=species:S:1:pos:R:3
C 1.1091 -0.4090 -2.9514
O -1.3547 -0.8549 2.3213
O -0.1439 1.2976 2.0990
S -1.1474 0.3776 1.4582
I 1.7154 -2.5069 -3.3866
I -0.1620 -0.5027 -0.8393
I 2.9089 0.7505 -2.6646
```

- Multiplicity: 3
- Orbital gap (alpha / beta): 6.02 / 6.12 eV
- Net charge: -1
- Expectation value of S²: 2.039


2 unconnected molecules or ions with the total composition CI3OP at a distorted geometry. Source: the Open Molecules 2025 dataset; level of theory: ωB97M-V/def2-TZVPD.

Structure (XYZ):
```
6
Properties=species:S:1:pos:R:3
C 1.2264 0.1016 1.9467
O -0.0521 -0.5938 -1.2500
P -0.0754 0.1735 -2.4563
I -2.0580 1.7015 -2.5636
I 1.5814 -1.9369 1.7239
I -0.6224 0.5540 2.5994
```

- Multiplicity: 1
- Orbital gap: 7.12 eV


A gas-phase ion, CIN4 (charge +1) at a distorted geometry. Source: the Open Molecules 2025 dataset; level of theory: ωB97M-V/def2-TZVPD.

Structure (XYZ):
```
6
Properties=species:S:1:pos:R:3
C 1.0374 0.3478 0.0064
N 0.0169 0.9457 -0.0110
N -1.2834 -1.5485 -0.0035
N -1.2668 0.7585 0.0055
N -1.4655 -0.4567 0.0024
I 2.9614 -0.0467 0.0002
```

- Multiplicity: 1
- Orbital gap: 8.26 eV
- Net charge: +1


2 unconnected molecules or ions with the total composition CN2O2 at a distorted geometry. Source: the Open Molecules 2025 dataset; level of theory: ωB97M-V/def2-TZVPD.

Structure (XYZ):
```
5
Properties=species:S:1:pos:R:3
O -1.5077 -1.5615 1.8388
C -1.5693 -0.9406 0.8759
O -1.4558 -0.2950 -0.0730
N 2.4313 1.9178 -1.3928
N 2.1016 0.8792 -1.2489
```

- Multiplicity: 1
- Orbital gap: 13.56 eV


2 unconnected molecules or ions with the total composition CN2O2S2 at a distorted geometry. Source: the Open Molecules 2025 dataset; level of theory: ωB97M-V/def2-TZVPD.

Structure (XYZ):
```
7
Properties=species:S:1:pos:R:3
C -1.3305 -0.0881 0.4791
N -2.1683 0.5444 0.9513
N -0.7586 -0.9142 -0.3308
O 1.4587 1.3569 -0.1004
O 0.3387 -1.1711 -0.7939
S 4.0237 0.4204 -0.7659
S 2.2545 0.2126 -0.0022
```

- Multiplicity: 1
- Orbital gap (alpha / beta): 7.19 / 7.19 eV


2 unconnected molecules or ions with the total composition CN2O3 at a distorted geometry. Source: the Open Molecules 2025 dataset; level of theory: ωB97M-V/def2-TZVPD.

Structure (XYZ):
```
6
Properties=species:S:1:pos:R:3
C 0.9807 0.1483 -0.0623
N -0.4969 -1.2669 -0.0137
N 0.0994 1.0240 -0.0669
O 2.0266 -0.2856 0.0587
O -1.4848 -0.6974 0.0186
O -1.1251 1.0776 0.0656
```

- Multiplicity: 1
- Orbital gap: 7.64 eV


CN2O3S in the gas phase at a distorted geometry. Source: the Open Molecules 2025 dataset; level of theory: ωB97M-V/def2-TZVPD.

Structure (XYZ):
```
7
Properties=species:S:1:pos:R:3
C 1.8928 0.2044 -0.0354
N 2.5164 1.1526 -0.1864
N -1.4456 0.0354 0.0927
O -2.3676 0.2505 -0.5824
O -1.1547 0.2770 1.1977
O -0.3763 -0.7400 -0.6677
S 0.9351 -1.1798 0.1814
```

- Multiplicity: 1
- Orbital gap: 10.05 eV


2 unconnected molecules or ions with the total composition CN2O3S at a distorted geometry. Source: the Open Molecules 2025 dataset; level of theory: ωB97M-V/def2-TZVPD.

Structure (XYZ):
```
7
Properties=species:S:1:pos:R:3
C -0.4981 1.2035 -2.1265
N -0.8666 1.3437 -3.2050
N 0.3146 -1.3566 1.7468
O -0.0882 0.5358 0.4701
O 0.7399 -1.9786 0.8941
O 0.1681 -1.2927 2.8816
S 0.2303 1.5449 -0.6610
```

- Multiplicity: 1
- Orbital gap (alpha / beta): 9.89 / 6.13 eV


CN4O3S in the gas phase at a distorted geometry. Source: the Open Molecules 2025 dataset; level of theory: ωB97M-V/def2-TZVPD.

Structure (XYZ):
```
9
Properties=species:S:1:pos:R:3
C 2.6292 0.3678 -0.5002
N 3.3920 1.1233 -0.1108
N 0.1353 -0.3075 0.9499
N 0.2999 -0.9589 -0.0870
N -2.1545 -0.1200 0.2901
O -1.1438 -0.3112 1.3646
O -1.6143 0.3820 -0.6378
O -3.2025 -0.5083 0.5843
S 1.4935 -0.8275 -1.0901
```

- Multiplicity: 1
- Orbital gap: 9.08 eV